# 1
This record from OMol25 describes a cluster of 2 separate species, C4H12N2O2 in total. The level of theory is ωB97M-V/def2-TZVPD.

```
! RIJCOSX wB97M-V def2-TZVPD def2/J DEFGRID3
* xyz -1 2
O 0.8082 2.1398 1.0958
C 0.8123 1.0617 0.5149
N 0.2061 -0.0531 0.9892
C 0.4883 -1.3911 0.4555
N 0.4184 -2.3197 1.6055
C 1.2333 1.1284 -0.9989
C -0.1043 0.9902 -1.7945
H 0.0344 0.0415 1.9675
H -0.3297 -1.7588 -0.1773
H 1.4899 -1.3649 0.0526
H -0.3758 -2.9431 1.6645
H 1.3114 -2.8030 1.6823
H 1.8649 0.3574 -1.4213
H 1.6824 2.1149 -1.0637
H -0.8765 1.5410 -1.2662
H 0.1328 1.4243 -2.7807
H -0.3603 -0.0330 -2.0646
H -2.0841 0.3718 0.5301
H -3.3656 1.0282 0.8494
O -2.9862 0.4677 0.1600
*
```

Values from the calculation:
largest force on an atom: 0.05580 Eh/bohr
lowest unoccupied orbital energy (spin up / spin down): 3.7 / 3.5 eV
ΔE to the lowest compared entry with this formula, charge and spin: 1.464 eV
gap between HOMO and LUMO (spin up / spin down): 2.76 / 9.36 eV



# 2
This record from OMol25 describes a cluster of 2 separate species, C11H15N in total. The level of theory is ωB97M-V/def2-TZVPD.

```
! RIJCOSX wB97M-V def2-TZVPD def2/J DEFGRID3
* xyz 0 1
C -0.0655 -0.6625 2.4569
C 1.1305 0.8510 0.6145
C 0.2383 0.5982 1.7216
C 1.3462 2.2596 0.5221
C -0.0609 1.8107 2.2466
C 1.9054 0.0256 -0.1654
C 2.7703 0.5513 -1.1374
C 2.8398 1.9290 -1.2458
C 2.1301 2.8516 -0.4477
N 0.6827 2.8212 1.5976
H 1.8805 -1.0540 -0.0477
H 3.4292 -0.1147 -1.6714
H 3.4666 2.3459 -2.0284
H 0.6530 -0.8966 3.2548
H -0.1369 -1.5679 1.8537
H -0.6251 2.0843 3.1203
H 0.3070 3.7546 1.6461
H 2.1876 3.9164 -0.5977
H -0.9677 -0.6556 3.0749
C -3.1221 -3.1110 -1.3333
C -2.6242 -2.1089 -2.3929
H -4.1911 -3.2213 -1.5315
H -2.6434 -4.0870 -1.3723
H -3.0241 -2.7363 -0.3133
H -1.5410 -1.9652 -2.3840
H -3.0128 -1.1438 -2.0799
H -2.9523 -2.4747 -3.3603
*
```

Values from the calculation:
largest force on an atom: 0.03496 Eh/bohr
lowest unoccupied orbital energy: 0.9 eV
ΔE to the lowest compared entry with this formula, charge and spin: 0.649 eV
gap between HOMO and LUMO: 8.77 eV



# 3
This record from OMol25 describes the molecule C5H9NO. The level of theory is ωB97M-V/def2-TZVPD.

```
! RIJCOSX wB97M-V def2-TZVPD def2/J DEFGRID3
* xyz 0 1
C -0.9140 0.5375 -1.4162
C -0.1397 0.1413 -0.1362
C 1.0877 1.0586 -0.0182
C -0.6256 -0.2575 1.3819
N 0.0004 -1.5486 1.1221
C 0.3565 -1.3084 -0.1689
O 0.9023 -1.9782 -1.0116
H -0.1817 0.5567 -2.2411
H -1.3458 1.5438 -1.3804
H -1.6870 -0.1696 -1.7330
H 0.7964 2.0789 0.2528
H 1.6371 1.1046 -0.9662
H 1.7776 0.6732 0.7388
H -0.0847 0.3601 2.1141
H -1.6382 -0.3952 1.7978
H 0.0588 -2.3972 1.6644
*
```

Values from the calculation:
largest force on an atom: 0.02104 Eh/bohr
lowest unoccupied orbital energy: 0.9 eV
ΔE to the lowest compared entry with this formula, charge and spin: 1.206 eV
gap between HOMO and LUMO: 10.46 eV



# 4
This record from OMol25 describes a cluster of 23 separate species, C28H35Cl66FINO2S in total. The level of theory is ωB97M-V/def2-TZVPD.

```
! RIJCOSX wB97M-V def2-TZVPD def2/J DEFGRID3
* xyz 0 1
C -3.2281 -3.7202 -1.0870
C -4.5156 -3.5482 -1.8749
C -4.9426 -4.7353 -2.7324
N -3.9021 -5.0834 -3.7288
C -4.2745 -4.9605 -5.1456
C -3.8753 -3.6045 -5.7408
C -2.5256 -3.0826 -5.2708
I -2.4682 -0.9455 -5.6237
S -3.2577 -6.5728 -3.5275
O -2.0263 -6.6294 -4.2022
O -4.1842 -7.6048 -3.7630
F -2.9411 -6.5436 -2.0369
H -3.4002 -4.3143 -0.1954
H -2.8354 -2.7435 -0.8246
H -2.4647 -4.2081 -1.6779
H -5.3284 -3.2675 -1.2116
H -4.3686 -2.7343 -2.5801
H -5.2355 -5.5960 -2.1370
H -5.8253 -4.4026 -3.2680
H -3.7850 -5.7431 -5.7114
H -5.3427 -5.0878 -5.2820
H -3.8669 -3.7200 -6.8155
H -4.6184 -2.8676 -5.4552
H -2.3352 -3.2621 -4.2245
H -1.6984 -3.4477 -5.8602
C -5.1552 0.9131 -1.1579
Cl -4.2779 0.0724 -2.4368
Cl -6.4783 -0.0869 -0.5517
Cl -4.0608 1.3680 0.1471
H -5.5747 1.8148 -1.5764
C 1.5250 -0.9834 -5.7114
Cl 1.2192 -2.5977 -6.3652
Cl 1.1195 -0.9193 -4.0034
Cl 3.2108 -0.5151 -5.9334
H 0.9012 -0.2816 -6.2483
C 3.0652 -2.1043 -0.3585
Cl 3.8509 -1.4020 1.0545
Cl 1.3062 -2.0261 -0.2011
Cl 3.5973 -1.2982 -1.8328
H 3.3482 -3.1438 -0.4251
C -7.1348 5.7139 -1.5319
Cl -5.5769 6.0492 -0.7807
Cl -7.4477 3.9736 -1.5957
Cl -8.4357 6.5361 -0.6763
H -7.1103 6.0850 -2.5470
C 5.1637 2.4779 0.9534
Cl 4.8211 1.3956 -0.3831
Cl 6.2362 1.7367 2.1376
Cl 5.8552 4.0055 0.3817
H 4.2247 2.7042 1.4444
C -7.4316 2.2065 3.0708
Cl -7.3962 2.6531 1.3650
Cl -9.0889 2.1582 3.6626
Cl -6.6162 0.6676 3.3423
H -6.9014 2.9699 3.6247
C -2.4680 8.3454 0.4372
Cl -0.9298 8.7251 1.2209
Cl -2.7186 6.6028 0.3535
Cl -3.8029 9.1302 1.2745
H -2.4328 8.7287 -0.5732
C 6.3976 -3.3801 -5.4204
Cl 7.0392 -2.6633 -3.9380
Cl 4.6369 -3.3502 -5.4164
Cl 7.0209 -2.5457 -6.8431
H 6.7229 -4.4101 -5.4630
C 1.2773 4.6202 0.8384
Cl 2.0211 3.4755 -0.2813
Cl -0.0670 3.8687 1.6945
Cl 2.4621 5.2344 1.9908
H 0.8933 5.4531 0.2646
C 4.6731 3.6057 5.5293
Cl 5.0897 4.1831 3.9235
Cl 3.2937 2.5096 5.4049
Cl 6.0529 2.8194 6.2943
H 4.3821 4.4495 6.1405
C -4.3037 -3.5218 -10.4944
Cl -3.4876 -2.5978 -9.2344
Cl -3.1782 -3.9888 -11.7655
Cl -5.0994 -4.9398 -9.8064
H -5.0642 -2.8911 -10.9332
C 7.7413 3.0122 -3.1078
Cl 7.5727 4.1313 -4.4588
Cl 7.1321 1.4154 -3.5266
Cl 9.4233 2.9090 -2.5818
H 7.1555 3.3895 -2.2795
C 0.4874 0.4859 7.0429
Cl 0.4122 -0.9963 6.1000
Cl -0.5694 1.7181 6.3482
Cl 0.0525 0.1759 8.7242
H 1.5034 0.8557 7.0114
C -3.8751 0.3542 7.3037
Cl -4.0868 -1.0612 6.2744
Cl -4.8936 1.6920 6.7722
Cl -4.2019 -0.0518 8.9879
H -2.8447 0.6700 7.2297
C 6.3997 -2.0792 -11.1827
Cl 7.0188 -3.1121 -12.4698
Cl 4.9802 -2.7977 -10.4245
Cl 7.6490 -1.7536 -9.9823
H 6.1048 -1.1366 -11.6219
C -3.3840 -4.9560 6.5656
Cl -2.0371 -3.8807 6.1970
Cl -2.9772 -6.6299 6.1905
Cl -3.8695 -4.7869 8.2510
H -4.2218 -4.6684 5.9453
C 0.2061 -2.7542 11.1861
Cl 0.9570 -3.8052 9.9891
Cl -1.2282 -3.5105 11.8770
Cl 1.3565 -2.3153 12.4494
H -0.1030 -1.8461 10.6893
C 11.6456 -0.0380 -2.2302
Cl 12.3964 0.9432 -0.9689
Cl 12.8226 -0.4776 -3.4671
Cl 10.8909 -1.4745 -1.5417
H 10.8708 0.5529 -2.6987
C 1.3121 -5.9745 -0.3496
Cl 1.6358 -7.5684 0.3284
Cl 2.4929 -5.5841 -1.6067
Cl -0.3125 -5.8875 -1.0052
H 1.4019 -5.2461 0.4444
C -10.3563 6.1954 5.1749
Cl -9.4716 5.4136 3.8671
Cl -11.6192 5.1323 5.7951
Cl -9.2630 6.6900 6.4669
H -10.8299 7.0829 4.7792
C 2.7347 8.5997 4.4821
Cl 3.0952 9.1372 2.8433
Cl 1.0025 8.6630 4.7962
Cl 3.3607 6.9703 4.7500
H 3.2290 9.2679 5.1733
C 9.7798 1.7958 6.6362
Cl 9.6170 0.6113 5.3423
Cl 10.7979 1.1761 7.9348
Cl 10.4080 3.3219 6.0176
H 8.7968 1.9827 7.0452
*
```

Values from the calculation:
largest force on an atom: 0.02879 Eh/bohr
lowest unoccupied orbital energy: 0.0 eV
gap between HOMO and LUMO: 9.53 eV



# 5
This record from OMol25 describes a structure of composition C11H21BF4NO9Ti. The level of theory is ωB97M-V/def2-TZVPD.

```
! RIJCOSX wB97M-V def2-TZVPD def2/J DEFGRID3
* xyz 0 4
Ti -0.7322 -0.0788 0.1512
B -2.1681 -0.3434 2.4021
F -2.4529 0.3013 1.2307
F -2.6220 0.4377 3.4369
F -2.6567 -1.6495 2.4817
F -0.8229 -0.3618 2.4885
C 0.5375 -3.4464 1.4936
O 1.5527 -3.4658 0.4983
C 1.4853 -2.6043 -0.5480
O 0.6074 -1.7234 -0.7373
O 2.5246 -2.8627 -1.3890
C 2.7514 -2.0301 -2.5714
H 0.9768 -3.5386 2.4869
H -0.1376 -4.3011 1.4499
H -0.0399 -2.5225 1.4617
H 3.0798 -1.0490 -2.2284
H 1.8779 -1.9375 -3.2168
H 3.5577 -2.3745 -3.2189
C 3.1103 1.6937 -0.7558
O 3.3230 1.8324 0.5598
C 2.4321 1.3351 1.3846
O 1.3585 0.7454 1.1013
O 2.9120 1.4958 2.6615
C 2.2562 1.2860 3.8875
H 4.1074 1.9546 -1.1102
H 2.4391 2.4028 -1.2402
H 2.8880 0.7292 -1.2124
H 2.5652 2.0456 4.6056
H 2.4441 0.2720 4.2406
H 1.1846 1.3324 3.6933
C -2.0994 4.2500 -0.0422
O -1.9732 3.9072 -1.3841
C -1.2724 2.8613 -1.7905
O -0.8818 1.9047 -1.0682
O -0.9637 3.0345 -3.1110
C -0.4760 1.9631 -3.8685
H -2.8319 5.0308 0.1629
H -1.0970 4.5640 0.2488
H -2.3997 3.3554 0.5034
H -0.9985 1.0603 -3.5519
H 0.5816 1.8922 -3.6145
H -0.6675 2.0564 -4.9375
C -4.1794 -3.5841 0.0659
C -3.2848 -2.5929 -0.5803
N -2.5458 -1.8585 -1.0679
H -4.8235 -4.0284 -0.6929
H -4.7882 -2.9715 0.7308
H -3.6381 -4.4191 0.5107
*
```

Values from the calculation:
largest force on an atom: 0.09069 Eh/bohr
lowest unoccupied orbital energy (spin up / spin down): 0.4 / 0.4 eV
ΔE to the lowest compared entry with this formula, charge and spin: 0.000 eV
gap between HOMO and LUMO (spin up / spin down): 3.87 / 11.43 eV



# 6
This record from OMol25 describes a structure of composition C4H5I2N3. The level of theory is ωB97M-V/def2-TZVPD.

```
! RIJCOSX wB97M-V def2-TZVPD def2/J DEFGRID3
* xyz 0 1
C -1.2522 -0.0114 -0.1414
C 0.9157 0.1575 -0.0288
C -2.6364 0.0466 0.4150
C 2.2922 0.1455 0.5915
N -0.2222 0.4396 0.6431
N -0.7927 -0.5043 -1.2836
N 0.5359 -0.4542 -1.1698
I 3.5475 1.8620 0.1861
I 3.3131 -1.7145 0.0964
H -3.3018 -0.7668 0.0598
H -2.5479 0.4230 1.4366
H -3.0716 0.7668 -0.3351
H 2.1956 0.3005 1.6353
H 1.0248 -0.6904 -2.1051
*
```

Values from the calculation:
largest force on an atom: 0.06897 Eh/bohr
lowest unoccupied orbital energy: -0.5 eV
ΔE to the lowest compared entry with this formula, charge and spin: 0.813 eV
gap between HOMO and LUMO: 8.93 eV



# 7
This record from OMol25 describes the molecule C10H11P. The level of theory is ωB97M-V/def2-TZVPD.

```
! RIJCOSX wB97M-V def2-TZVPD def2/J DEFGRID3
* xyz 0 1
C -3.2728 -0.7728 -0.5621
C -3.3759 0.6399 -0.3027
C -2.1325 -1.4552 -0.3882
C -2.3477 1.3815 0.0774
C 0.3096 -1.1237 0.1503
C 0.1787 1.2860 0.3758
C -0.9239 -0.7057 -0.1576
C -1.0312 0.7426 0.0260
C 1.2446 0.3432 0.4143
C 3.8292 -0.4867 0.1360
P 2.5277 0.3852 -0.9429
H -4.1093 -1.3418 -0.7838
H -4.3534 1.0825 -0.2303
H -2.0898 -2.5709 -0.4004
H -2.3830 2.4917 0.4553
H 0.7514 -2.1579 -0.0450
H 0.4943 2.2311 0.6952
H 1.6916 0.2488 1.4119
H 3.3277 -1.3781 0.3408
H 4.1541 0.1903 0.8900
H 4.8735 -0.8096 -0.4566
H 2.6371 1.7796 -0.7032
*
```

Values from the calculation:
largest force on an atom: 0.10985 Eh/bohr
lowest unoccupied orbital energy: 0.0 eV
ΔE to the lowest compared entry with this formula, charge and spin: 2.759 eV
gap between HOMO and LUMO: 7.51 eV



# 8
This record from OMol25 describes a cluster of 2 separate species, C4H8O2 in total. The level of theory is ωB97M-V/def2-TZVPD.

```
! RIJCOSX wB97M-V def2-TZVPD def2/J DEFGRID3
* xyz 0 1
C -1.8814 -0.2025 -0.7257
C -0.6652 0.3272 -0.7713
O 0.5155 1.8130 0.7686
C 1.5818 0.9606 0.3322
C 0.2012 0.4764 0.4297
O -0.1962 -0.3397 1.4678
H -2.2846 -0.5878 0.2060
H -2.5062 -0.2591 -1.6119
H 0.1009 -2.2484 -0.6132
H -0.2511 0.7225 -1.6965
H 2.2905 0.6880 1.1147
H 2.0281 1.2202 -0.6280
H 0.7897 -2.5161 -0.5331
H 0.2771 -0.0543 2.2608
*
```

Values from the calculation:
largest force on an atom: 0.00575 Eh/bohr
lowest unoccupied orbital energy: 0.9 eV
ΔE to the lowest compared entry with this formula, charge and spin: 3.405 eV
gap between HOMO and LUMO: 10.79 eV



- Which value of largest force on an atom does entry 2 give?
  0.03496 Eh/bohr